(1)
DFT (ωB97M-V/def2-TZVPD) results for a molecular structure, C25H28F3N2O4Sb2V at a distorted geometry.

LUMO level (spin up / spin down) in eV: -11.57 / -10.75
Energy above the lowest of the compared OMol25 structures with the same formula, charge and spin in kJ/mol: 176.37
Multiplicity: 2
Charge: +3

Last column: natural (NBO) charge in e.
Atoms and positions in Å:
V1 -0.2788 0.2032 0.5365  1.200
C1 3.4802 -0.9620 -1.0195  -0.939
Sb1 2.4941 -0.2335 0.6951  1.184
C2 3.0318 1.8095 0.6452  -0.954
C3 3.5780 -0.9196 2.4105  -0.681
C4 3.8764 0.2610 3.2923  -0.080
C5 5.1470 0.8258 3.2480  -0.188
C6 5.4620 1.9311 4.0275  -0.162
C7 4.5015 2.4888 4.8570  -0.168
C8 3.2357 1.9232 4.9198  -0.181
C9 2.9118 0.8109 4.1480  -0.088
C10 1.5799 0.1569 4.3355  -0.691
Sb2 -0.1183 0.7568 3.1756  1.232
C11 -1.5281 -0.5173 4.1060  -0.956
C12 -0.5543 2.7579 3.6631  -0.947
H1 4.5029 -0.5973 -0.9212  0.271
H2 3.0232 -0.5490 -1.9152  0.250
H3 3.4657 -2.0483 -1.0489  0.271
H4 4.0691 1.8822 0.9675  0.274
H5 2.4153 2.4167 1.3045  0.243
H6 2.9324 2.1592 -0.3820  0.250
H7 4.4827 -1.3356 1.9652  0.274
H8 3.0375 -1.7336 2.8884  0.256
H9 5.9081 0.3890 2.6118  0.231
H10 6.4618 2.3424 3.9952  0.253
H11 4.7419 3.3427 5.4754  0.253
H12 2.5067 2.3291 5.6123  0.225
H13 1.1737 0.3592 5.3307  0.274
H14 1.6083 -0.9258 4.2147  0.250
H15 -1.6970 -0.1209 5.1075  0.278
H16 -1.0796 -1.5068 4.1790  0.263
H17 -2.4724 -0.5770 3.5744  0.250
H18 -1.1615 2.7487 4.5670  0.276
H19 -1.0784 3.2615 2.8552  0.264
H20 0.3979 3.2522 3.8516  0.273
F1 -6.5092 0.1495 -1.8338  -0.285
C13 -6.2994 -0.7431 -0.8696  0.966
F2 -6.4744 -1.9644 -1.3580  -0.286
F3 -7.1586 -0.5317 0.1177  -0.286
C14 -4.8646 -0.5832 -0.3671  0.022
C15 -3.8279 -1.2427 -1.0151  -0.179
C16 -2.5450 -1.0363 -0.5612  0.029
N1 -2.2591 -0.2308 0.4879  -0.600
C17 -3.2766 0.4157 1.0983  0.075
C18 -4.5838 0.2585 0.7010  -0.185
H21 -4.0142 -1.9065 -1.8486  0.288
H22 -1.7120 -1.5525 -1.0395  0.217
H23 -3.0185 1.0767 1.9147  0.218
H24 -5.3739 0.7858 1.2192  0.287
O1 -0.5883 3.7856 -0.6957  -0.366
C19 -0.1241 2.8863 -1.2491  0.844
O2 0.0478 1.5920 -0.2584  -0.690
C20 0.3497 2.5935 -2.5819  -0.258
C21 0.6545 1.3173 -3.0649  -0.139
C22 1.0523 1.1579 -4.3775  -0.201
C23 1.1626 2.2712 -5.2100  -0.109
C24 0.8666 3.5222 -4.7041  0.116
C25 0.4506 3.7203 -3.4064  -0.123
N2 0.9954 4.7119 -5.5858  0.509
O3 1.1963 4.4922 -6.7551  -0.307
O4 0.7432 5.7809 -5.0775  -0.330
H25 0.5759 0.4413 -2.4325  0.178
H26 1.2742 0.1747 -4.7680  0.254
H27 1.4731 2.1833 -6.2430  0.287
H28 0.2209 4.7188 -3.0596  0.292

---

(2)
DFT (ωB97M-V/def2-TZVPD) results for 3 unconnected molecules or ions with the total composition C25H28F4N4OS at a distorted geometry.

LUMO level in eV: -1.75
SMILES: CCOc1c(CCC(C)C)cc(C(F)(F)C(F)F)c2nsnc12.c1ccncc1.c1ccncc1

Last column: natural (NBO) charge in e.
Atoms and positions in Å:
C1 -4.0987 -3.3772 2.0417  -0.654
C2 -3.2926 -2.3894 0.9936  -0.084
O1 -3.4525 -0.9714 1.4309  -0.557
C3 -2.0393 -0.4941 1.5716  0.311
C4 -1.1294 0.0209 0.2785  -0.015
C5 -1.8153 -0.0239 -1.2317  -0.460
C6 -1.2551 -1.2530 -2.1677  -0.414
C7 0.2948 -1.0726 -2.6800  -0.223
C8 0.4598 -2.0795 -4.0023  -0.631
C9 0.6208 0.4552 -3.2737  -0.661
C10 0.4178 0.5080 0.5770  -0.183
C11 0.9696 0.4531 2.1466  -0.101
C12 2.5654 0.9180 2.3336  0.643
F1 2.9177 2.1112 1.5125  -0.352
F2 2.9200 1.1185 3.7874  -0.338
C13 3.4434 -0.3707 1.7292  0.506
F3 2.6598 -1.5890 2.1589  -0.360
F4 4.8462 -0.3952 2.2050  -0.336
C14 0.0872 -0.0442 3.4368  0.126
N1 0.4331 -0.1907 4.9058  -0.533
S1 -1.0045 -0.8254 5.7326  0.804
N2 -2.1458 -0.9974 4.3935  -0.566
C15 -1.4530 -0.5265 3.1334  0.084
H1 -3.8043 -4.5032 1.8054  0.219
H2 -5.2603 -3.1893 1.8547  0.221
H3 -3.8219 -3.1912 3.1770  0.241
H4 -3.6578 -2.5048 -0.1245  0.193
H5 -2.1273 -2.6437 0.9936  0.200
H6 -1.8005 1.0339 -1.7689  0.245
H7 -2.9705 -0.2526 -1.0401  0.247
H8 -1.3842 -2.2580 -1.5742  0.220
H9 -1.9462 -1.2707 -3.1383  0.218
H10 1.0917 -1.4169 -1.8841  0.214
H11 1.5529 -2.0677 -4.4345  0.215
H12 -0.2406 -1.6854 -4.8845  0.204
H13 0.1185 -3.1786 -3.7869  0.216
H14 0.2760 1.3071 -2.5481  0.210
H15 1.7985 0.5010 -3.4499  0.247
H16 0.1232 0.6178 -4.3263  0.215
H17 1.1212 0.8835 -0.3100  0.269
H18 3.3249 -0.3193 0.5574  0.190
C16 -4.2351 4.6752 3.3385  -0.169
C17 -3.9025 5.1262 2.0656  -0.266
C18 -3.3240 4.2288 1.1823  0.032
N3 -3.0599 2.9392 1.4868  -0.422
C19 -3.3923 2.5308 2.7306  0.035
C20 -3.9772 3.3518 3.6812  -0.251
H19 -4.6913 5.3492 4.0577  0.215
H20 -4.0895 6.1517 1.7681  0.219
H21 -3.0493 4.5319 0.1762  0.191
H22 -3.1678 1.4910 2.9512  0.199
H23 -4.2251 2.9695 4.6649  0.220
C21 6.0103 -1.6514 -3.0470  -0.161
C22 5.1709 -1.5153 -4.1476  -0.260
C23 4.3017 -0.4366 -4.1800  0.026
N4 4.2186 0.4910 -3.2012  -0.427
C24 5.0447 0.3314 -2.1445  0.023
C25 5.9494 -0.7111 -2.0236  -0.262
H24 6.7059 -2.4833 -2.9869  0.220
H25 5.1933 -2.2316 -4.9611  0.224
H26 3.6289 -0.2850 -5.0190  0.197
H27 4.9569 1.0887 -1.3705  0.198
H28 6.5905 -0.7887 -1.1529  0.228